# 1
Below is a structure of composition C25H53ClO3P2PdSSi2, with properties calculated with ωB97M-V/def2-TZVPD.

```
! RIJCOSX wB97M-V def2-TZVPD def2/J DEFGRID3
* xyz 0 5
Pd 0.1816 0.4400 -0.2859
C 1.9556 -0.0099 -1.5779
C 1.1474 -1.1909 -1.7884
C -0.0719 -0.7524 -2.3957
Si 1.7867 -2.9331 -1.4012
C 0.0093 0.6449 -2.6291
C 1.2679 1.1373 -2.1328
Si 1.9637 2.8870 -2.0052
H 2.9290 0.0281 -1.0823
H -0.9102 -1.4050 -2.6249
H -0.7183 1.2670 -3.1266
Cl -3.1071 0.1221 2.0644
C 3.8096 2.8118 -1.7278
C 1.4545 3.8578 -3.5217
C 3.6398 -2.9992 -1.1817
C 1.2371 -4.1897 -2.6678
H 2.0725 3.5326 -4.3728
H 1.6431 4.9248 -3.3283
H 0.3935 3.7225 -3.7773
H 4.0085 2.3508 -0.7465
H 4.2107 3.8368 -1.7400
H 4.3065 2.2267 -2.5163
H 1.8212 -4.0468 -3.5876
H 0.1730 -4.1328 -2.9244
H 1.4528 -5.1941 -2.2775
H 4.1665 -2.6303 -2.0691
H 3.9370 -4.0432 -1.0133
H 3.9469 -2.4001 -0.3152
C 1.1683 3.7059 -0.4777
C 0.9880 -3.2950 0.3109
P -0.3437 2.7478 -0.0622
H 1.0179 4.7867 -0.6873
H 1.8745 3.6150 0.3625
P -0.7117 -2.6741 0.5595
H 1.6471 -2.7800 1.0334
H 1.0548 -4.3797 0.5032
C -1.1558 -3.2669 2.2686
C -1.6786 -3.7466 -0.6051
C -1.5310 3.4707 -1.3441
C -1.0079 3.3629 1.5608
C -0.8019 2.3734 2.7090
H -2.0977 3.4530 1.3859
C -0.4371 4.7142 1.9556
H 0.6449 4.6466 2.1008
H -0.8798 5.0028 2.9157
H -0.6502 5.4961 1.2218
H -1.2404 1.3898 2.5036
H -1.3066 2.7658 3.6030
H 0.2622 2.2438 2.9406
H -1.0638 3.1977 -2.3055
C -1.6861 4.9864 -1.2236
C -2.9457 2.9051 -1.3280
H -0.7571 5.5508 -1.3371
H -2.1591 5.2446 -0.2673
H -2.3656 5.3182 -2.0207
H -2.9996 1.8485 -1.6138
H -3.5534 3.4617 -2.0562
H -3.4153 3.0558 -0.3446
H -1.2018 -3.5929 -1.5944
C -3.1505 -3.2818 -0.7296
C -1.6650 -5.2554 -0.2877
H -0.6576 -5.6954 -0.3291
H -2.2768 -5.7855 -1.0405
H -2.1160 -5.4539 0.6990
H -3.2273 -2.2864 -1.1956
H -3.6428 -3.2555 0.2602
H -3.7110 -3.9920 -1.3678
C -0.9888 -2.1447 3.3117
C -0.3971 -4.4701 2.8234
H -2.2322 -3.5179 2.1823
H 0.6659 -4.2253 2.9648
H -0.4875 -5.3685 2.2048
H -0.8119 -4.7064 3.8178
H 0.0176 -1.6947 3.2525
H -1.1589 -2.5448 4.3277
H -1.7311 -1.3463 3.1588
C -3.6947 0.0147 0.3600
H -4.7519 -0.3070 0.2555
H -3.0135 -0.6630 -0.1594
H -3.4900 0.9886 -0.1051
C 2.8177 0.2781 3.6003
S 2.5244 0.1116 1.8539
O 2.8581 1.3998 1.2496
O 3.2978 -1.0265 1.3805
O 1.0420 -0.1740 1.7861
H 3.1014 -0.7230 3.9563
H 1.9120 0.6092 4.1233
H 3.5930 1.0450 3.7321
*
```

Results
LUMO (spin up / spin down) (eV): 0.49 / -2.39
HOMO energy (spin up / spin down) (eV): -3.090 / -8.034


# 2
Below is a structure of composition C25H53ClO3P2SSi2W, with properties calculated with ωB97M-V/def2-TZVPD.

```
! RIJCOSX wB97M-V def2-TZVPD def2/J DEFGRID3
* xyz 0 3
W -0.2797 0.0359 -0.2122
C 1.8038 -0.1009 -1.8005
C 1.0519 -1.2815 -1.9513
C -0.2265 -0.8728 -2.4674
Si 1.7361 -2.9488 -1.4882
C -0.2280 0.5382 -2.5916
C 1.0503 1.0332 -2.1565
Si 1.7316 2.7571 -1.9914
H 2.7911 -0.0620 -1.3734
H -1.0259 -1.5282 -2.7731
H -1.0296 1.1283 -3.0051
Cl -5.6667 0.2214 1.8749
C 3.6042 2.6740 -1.8978
C 1.2489 3.8392 -3.4525
C 3.6074 -2.8412 -1.4002
C 1.2622 -4.2699 -2.7407
H 1.8979 3.6242 -4.3013
H 1.3626 4.8962 -3.2118
H 0.2241 3.6869 -3.7845
H 3.9323 2.1606 -0.9953
H 4.0325 3.6763 -1.8767
H 4.0268 2.1516 -2.7551
H 1.8910 -4.1828 -3.6266
H 0.2283 -4.2001 -3.0719
H 1.4090 -5.2692 -2.3307
H 4.0341 -2.4754 -2.3332
H 4.0403 -3.8213 -1.1995
H 3.9258 -2.1742 -0.6004
C 1.1077 3.4712 -0.3497
C 1.1041 -3.3708 0.2487
P -0.5388 2.7776 0.0498
H 1.1507 4.5588 -0.3094
H 1.7794 3.0842 0.4178
P -0.5431 -2.6174 0.5172
H 1.7734 -2.8593 0.9418
H 1.1457 -4.4355 0.4755
C -1.0514 -3.0292 2.2792
C -1.6607 -3.6729 -0.5559
C -1.6560 3.6296 -1.1907
C -1.0470 3.4908 1.7130
C -0.8411 2.4729 2.8260
H -2.1196 3.6697 1.6059
C -0.3635 4.8045 2.0627
H 0.6926 4.6484 2.2741
H -0.8148 5.2250 2.9626
H -0.4396 5.5503 1.2773
H -1.2687 1.5072 2.5749
H -1.3147 2.8242 3.7440
H 0.2149 2.3147 3.0285
H -1.2170 3.3226 -2.1403
C -1.6553 5.1494 -1.1451
C -3.0734 3.0832 -1.1493
H -0.6533 5.5707 -1.1378
H -2.1878 5.5204 -0.2711
H -2.1674 5.5454 -2.0235
H -3.1154 2.0479 -1.4695
H -3.7183 3.6705 -1.8040
H -3.4995 3.1347 -0.1481
H -1.2263 -3.5360 -1.5464
C -3.0778 -3.1257 -0.6031
C -1.6571 -5.1612 -0.2457
H -0.6535 -5.5727 -0.1717
H -2.1732 -5.7052 -1.0382
H -2.1831 -5.3733 0.6832
H -3.1160 -2.1539 -1.0829
H -3.5044 -3.0168 0.3931
H -3.7229 -3.8078 -1.1580
C -0.8456 -1.8320 3.1965
C -0.3652 -4.2599 2.8537
H -2.1238 -3.2254 2.2061
H 0.6903 -4.0663 3.0349
H -0.4383 -5.1320 2.2113
H -0.8164 -4.5173 3.8130
H 0.2108 -1.6399 3.3663
H -1.3167 -2.0179 4.1629
H -1.2748 -0.9259 2.7809
C -2.4920 0.1084 0.5202
H -3.0818 0.0342 -0.4027
H -2.8381 -0.7122 1.1504
H -2.8284 1.0274 1.0029
C 3.5221 -0.8812 2.8041
S 2.1919 0.0792 2.0312
O 1.1165 0.3565 3.0646
O 2.6987 1.4652 1.6451
O 1.4720 -0.6601 0.6463
H 3.7134 -0.4935 3.8259
H 4.4457 -0.7977 2.1955
H 3.2147 -1.9447 2.8743
*
```

Results
LUMO (spin up / spin down) (eV): -0.78 / -1.39
HOMO energy (spin up / spin down) (eV): -5.898 / -5.899


The following maximum force values (in Eh/bohr) correspond, in order, to the records above: 0.0849 0.1368.
The following molecular weight values (in g/mol) correspond, in order, to the records above: 693.76 771.18.
The following calculated total energy values (in eV) correspond, in order, to the records above: -94094.5829 -92443.1251.